No. 1
Entry from the Open Molecules 2025 dataset: C5H9ClS as an isolated structure in a non-equilibrium geometry (the ωB97M-V functional and the def2-TZVPD basis).

```
16
C5H9ClS (the ωB97M-V functional and the def2-TZVPD basis)
C -1.8980 1.6537 -0.1333
C -1.2461 0.4107 0.4949
C 0.2818 0.4926 0.2208
C 1.0188 0.0507 -1.1029
C 1.2767 -0.2594 1.1316
H -1.5471 1.6122 -1.2020
H -2.9688 1.5939 -0.0979
H -1.5670 2.5641 0.3385
H -1.3754 0.3530 1.5849
H 0.5247 1.5344 0.3059
H 0.7298 -0.9211 -1.4838
H 0.9617 0.8675 -1.7689
H 0.9260 -1.2577 1.3127
H 1.4808 0.3264 2.0454
S 2.5804 -0.1160 -0.1464
Cl -2.0618 -1.1121 -0.1388
```

Values from the calculation:
* orbital gap: 0.35516 Eh
* ΔE to the lowest compared entry with this formula, charge and spin: 20.0 kJ/mol
* HOMO level: -8.79 eV
* electronic energy: -28687.9935 eV

Per-atom Löwdin charges, elementary charge units:
1. C -0.123
2. C -0.656
3. C -0.474
4. C -0.402
5. C -0.431
6. H 0.098
7. H 0.059
8. H 0.075
9. H 0.100
10. H 0.109
11. H 0.065
12. H 0.055
13. H 0.071
14. H 0.083
15. S 0.824
16. Cl 0.548

***

No. 2
Entry from the Open Molecules 2025 dataset: the molecule C5H9ClSi in a non-equilibrium geometry (the ωB97M-V functional and the def2-TZVPD basis).

```
16
C5H9ClSi (the ωB97M-V functional and the def2-TZVPD basis)
C -1.1557 1.5672 -0.5001
C -1.5839 0.6271 0.3138
C -0.7159 -0.1287 1.2658
C 0.0326 -1.3389 0.4257
C 0.6853 -0.9005 -0.9082
Si 2.0261 0.2958 -1.0482
Cl 3.2076 0.4919 0.5183
H -0.1512 1.8540 -0.2294
H -1.7782 1.9033 -1.2613
H -2.7117 0.1577 0.3307
H -1.2069 -0.5171 2.1278
H 0.1862 0.4647 1.5371
H -0.5155 -2.3201 0.3466
H 0.7882 -1.6334 1.1795
H 0.2232 -1.3443 -1.8390
H 2.6699 0.8212 -2.2591
```

Values from the calculation:
* orbital gap: 0.28788 Eh
* ΔE to the lowest compared entry with this formula, charge and spin: 315.0 kJ/mol
* HOMO level: -7.80 eV
* electronic energy: -25728.4759 eV

Per-atom Löwdin charges, elementary charge units:
1. C -0.038
2. C -0.244
3. C -0.203
4. C -0.276
5. C -0.343
6. Si 0.271
7. Cl 0.300
8. H 0.025
9. H 0.039
10. H 0.151
11. H 0.084
12. H 0.090
13. H 0.103
14. H 0.077
15. H 0.044
16. H -0.080

***

No. 3
Entry from the Open Molecules 2025 dataset: C5H9CuO3 as an isolated structure in a non-equilibrium geometry (the ωB97M-V functional and the def2-TZVPD basis).

```
18
C5H9CuO3 (the ωB97M-V functional and the def2-TZVPD basis)
H -5.1352 0.5503 2.5690
O -0.7948 -0.4260 0.1193
Cu 0.7725 2.7185 -0.2509
O -1.0020 1.7694 0.1057
C -1.5152 0.6689 0.1988
O -2.8015 0.4543 0.4002
C -3.6785 1.5537 0.4872
C -1.4048 -1.7381 0.1720
C -0.3022 -2.7449 -0.0399
H -1.8874 -1.8559 1.1503
H -2.1704 -1.7965 -0.6115
H 0.4802 -2.6332 0.7221
H -0.7217 -3.7565 0.0346
H 0.1490 -2.6265 -1.0339
C -4.9888 1.2600 0.6838
H -3.2044 2.4421 0.9089
H -5.6717 2.1034 0.7987
H -5.4094 0.3389 0.2730
```

Values from the calculation:
* orbital gap (spin up / spin down): 0.17744 / 0.17304 Eh
* ΔE to the lowest compared entry with this formula, charge and spin: 324.6 kJ/mol
* HOMO level (spin up / spin down): -1.70 / -1.70 eV
* charge: -1
* electronic energy: -56108.7359 eV
* spin multiplicity: 2
* expectation value of S²: 0.752

Per-atom Löwdin charges, elementary charge units:
1. H -0.133
2. O 0.018
3. Cu 0.040
4. O -0.088
5. C -0.609
6. O -0.008
7. C -0.321
8. C -0.209
9. C -0.079
10. H 0.129
11. H 0.129
12. H 0.081
13. H 0.077
14. H 0.079
15. C -0.243
16. H 0.099
17. H 0.022
18. H 0.017

***

No. 4
Entry from the Open Molecules 2025 dataset: the molecule C5H9F in a non-equilibrium geometry (the ωB97M-V functional and the def2-TZVPD basis).

```
15
C5H9F (the ωB97M-V functional and the def2-TZVPD basis)
C -0.6691 -0.5020 1.6000
C -0.5637 0.0308 0.2463
C 0.5138 1.0563 0.0440
C 0.8271 0.3911 -1.2876
F 0.3683 1.1358 -2.3135
C -0.0286 -0.8397 -0.9380
H 0.1435 -0.8027 2.2026
H -1.0899 0.2821 2.2643
H -1.2781 -1.3848 1.5799
H -1.5108 0.4272 -0.1652
H 0.0778 2.0656 0.0545
H 1.3608 0.8814 0.6950
H 1.9118 0.1756 -1.4586
H 0.5789 -1.7309 -0.7184
H -0.6416 -1.1859 -1.8053
```

Values from the calculation:
* orbital gap: 0.41226 Eh
* ΔE to the lowest compared entry with this formula, charge and spin: 91.9 kJ/mol
* HOMO level: -10.07 eV
* electronic energy: -8047.0899 eV

Per-atom Löwdin charges, elementary charge units:
1. C -0.088
2. C -0.392
3. C -0.100
4. C -0.370
5. F 0.010
6. C -0.070
7. H 0.064
8. H 0.097
9. H 0.074
10. H 0.152
11. H 0.128
12. H 0.116
13. H 0.147
14. H 0.111
15. H 0.121

***

No. 5
Entry from the Open Molecules 2025 dataset: the molecule C5H9F2NSi in a non-equilibrium geometry (the ωB97M-V functional and the def2-TZVPD basis).

```
18
C5H9F2NSi (the ωB97M-V functional and the def2-TZVPD basis)
C 1.8465 0.6702 0.3506
Si 0.3414 -0.1234 -0.5031
C 0.8523 -1.2483 -1.9410
C -0.9835 1.1590 -0.9958
N -0.3670 -1.1789 0.7367
C -1.0441 -0.8878 1.6878
C -1.7726 -0.2981 2.6134
F -1.3264 -0.0922 3.8679
F -3.1188 -0.3354 2.5972
H 1.5544 1.1634 1.2731
H 2.5859 -0.0815 0.6070
H 2.3309 1.4060 -0.2833
H 0.0210 -1.8351 -2.3181
H 1.2310 -0.6470 -2.7624
H 1.6394 -1.9371 -1.6508
H -1.0533 1.2777 -2.0723
H -1.9624 0.8521 -0.6361
H -0.7747 2.1366 -0.5707
```

Values from the calculation:
* orbital gap: 0.32692 Eh
* ΔE to the lowest compared entry with this formula, charge and spin: 424.8 kJ/mol
* HOMO level: -8.36 eV
* electronic energy: -20133.0062 eV

Per-atom Löwdin charges, elementary charge units:
1. C -0.168
2. Si 0.521
3. C -0.178
4. C -0.160
5. N 0.051
6. C -0.086
7. C -0.358
8. F 0.077
9. F 0.077
10. H 0.026
11. H 0.026
12. H 0.026
13. H 0.026
14. H 0.025
15. H 0.025
16. H 0.022
17. H 0.024
18. H 0.026

***

No. 6
Entry from the Open Molecules 2025 dataset: the molecule C5H9F3N2O2SSi in a non-equilibrium geometry (the ωB97M-V functional and the def2-TZVPD basis).

```
23
C5H9F3N2O2SSi (the ωB97M-V functional and the def2-TZVPD basis)
C 0.3976 -1.2680 -1.3728
Si -0.3192 -0.1913 0.0664
C -0.6029 1.4945 -0.8720
C 0.1671 -0.0674 1.9021
N -1.9824 -0.8209 0.0462
C -2.3396 -2.1488 -0.0797
N -2.6794 -3.1977 -0.3113
S -3.1913 -0.0682 0.9562
O -3.9073 -1.0929 1.6837
O -2.6596 1.0245 1.6264
C -4.1856 0.5550 -0.5261
F -3.3308 1.1732 -1.3419
F -4.6389 -0.5171 -1.1662
F -5.1378 1.3317 -0.2089
H 0.7648 -2.2273 -1.1558
H -0.3005 -1.2262 -2.2764
H 1.3717 -0.6315 -1.6782
H 0.3897 1.9238 -1.0517
H -0.9465 1.1918 -1.7884
H -1.3373 2.2963 -0.5686
H 0.1748 -1.0738 2.0625
H 1.0853 0.2541 2.2305
H -0.6763 0.3834 2.2653
```

Values from the calculation:
* orbital gap: 0.40972 Eh
* ΔE to the lowest compared entry with this formula, charge and spin: 48.2 kJ/mol
* HOMO level: -10.68 eV
* electronic energy: -39270.2034 eV

Per-atom Löwdin charges, elementary charge units:
1. C -0.165
2. Si 0.595
3. C -0.167
4. C -0.097
5. N -0.212
6. C -0.380
7. N 0.193
8. S 0.699
9. O -0.237
10. O -0.242
11. C -0.702
12. F 0.130
13. F 0.159
14. F 0.230
15. H -0.009
16. H 0.066
17. H 0.079
18. H 0.032
19. H -0.027
20. H 0.055
21. H -0.001
22. H 0.017
23. H -0.017